C25H33N3O5 | ωB97M-V/def2-TZVPD

Positions of all 66 atoms, in Å:
C  -2.5153  -3.2612  0.4420
H  -2.5929  -2.2090  0.7364
O  -1.3319  -3.8478  0.9230
C  -0.1384  -3.3236  0.5124
C  0.0117  -2.2806  -0.3882
C  1.2735  -1.8180  -0.7249
C  2.4245  -2.3752  -0.1781
C  2.2587  -3.4474  0.7051
C  1.0090  -3.9087  1.0473
H  0.8948  -4.7337  1.7327
H  3.1242  -3.9391  1.1217
N  3.7338  -1.9680  -0.4987
C  4.6073  -1.6691  0.6180
H  4.5934  -2.4772  1.3461
C  4.1700  -0.3511  1.2946
N  3.4843  0.4853  0.3226
C  2.2465  0.9317  0.6124
O  1.7379  0.7690  1.7109
C  1.4963  1.7342  -0.4518
N  0.0884  1.5718  -0.1818
C  -0.7660  1.1490  -1.1435
O  -0.4424  1.0745  -2.3159
C  -2.1330  0.7876  -0.6645
C  -2.8605  -0.0971  -1.4401
C  -4.1263  -0.5194  -1.0293
C  -4.6572  -0.0223  0.1496
C  -3.9343  0.8957  0.9162
C  -2.6685  1.2976  0.5180
H  -2.1121  2.0165  1.0959
O  -4.5679  1.3249  2.0423
C  -3.9054  2.2406  2.8812
H  -2.9723  1.8244  3.2741
H  -3.6961  3.1820  2.3631
H  -4.5896  2.4301  3.7067
H  -5.6298  -0.3091  0.5128
O  -4.7440  -1.4199  -1.8373
C  -6.0195  -1.8876  -1.4702
H  -6.3123  -2.5876  -2.2509
H  -6.7479  -1.0721  -1.4233
H  -5.9927  -2.4079  -0.5074
H  -2.4489  -0.4655  -2.3660
H  -0.1122  1.3975  0.7946
H  1.6617  1.3537  -1.4639
C  1.9323  3.2190  -0.3907
C  1.4151  3.9628  -1.6188
H  1.8307  3.5429  -2.5318
H  1.6869  5.0145  -1.5660
H  0.3324  3.8851  -1.6757
C  1.4348  3.8824  0.8911
H  1.7054  3.2914  1.7626
H  1.8718  4.8728  0.9941
H  0.3529  3.9869  0.8628
H  3.0287  3.2399  -0.3945
C  4.1012  0.4347  -0.9827
H  5.1597  0.6831  -0.8491
C  3.9592  -1.0034  -1.5538
H  3.1544  -1.0638  -2.2832
H  4.8904  -1.2801  -2.0635
H  3.6692  1.1706  -1.6554
H  5.0338  0.1879  1.6998
H  3.4615  -0.5455  2.1019
H  5.6248  -1.5843  0.2253
H  1.3209  -1.0035  -1.4297
H  -0.8439  -1.8028  -0.8379
H  -2.5925  -3.3344  -0.6476
H  -3.3282  -3.8246  0.8986

Calculated values
Total charge = 0
Largest force on an atom = 0.01342 Eh/bohr
Lowest unoccupied orbital energy = 0.02676 Eh
Energy above the lowest of the compared OMol25 structures with the same formula, charge and spin = 0.9392 eV
HOMO level = -7.359 eV
Total energy = -1512.9193 Eh
Structure (SMILES) = COc1ccc(N2CCN(C(=O)[C@@H](NC(=O)c3cc(OC)cc(OC)c3)C(C)C)CC2)cc1
Orbital gap = 8.09 eV

CH3ClN4 | ωB97M-V/def2-TZVPD

Positions of all 9 atoms, in Å:
C  0.9145  1.0282  -0.6324
N  -0.8373  0.2287  0.6215
N  -0.5068  -1.2075  0.1547
N  -0.2589  1.1363  -0.1881
N  0.2166  -1.4954  -0.7220
Cl  2.1111  0.0582  0.4010
H  1.3139  1.6741  -1.4031
H  -1.8881  0.2144  0.8698
H  -1.0648  -1.6369  0.8986

Calculated values
Spin multiplicity = 3
Total charge = 0
Largest force on an atom = 0.21798 Eh/bohr
Lowest unoccupied orbital energy (alpha / beta) = 0.02874 / -0.05970 Eh
⟨S²⟩ = 2.011
Energy above the lowest of the compared OMol25 structures with the same formula, charge and spin = 1.4672 eV
HOMO level (alpha / beta) = -6.294 / -9.232 eV
Total energy = -718.8451 Eh
Orbital gap (alpha / beta) = 7.08 / 7.61 eV

C2H7O4 | ωB97M-V/def2-TZVPD

Positions of all 13 atoms, in Å:
O  -2.6877  -0.6551  0.2840
C  -1.4884  -0.4993  0.4424
O  -0.6497  -1.4501  0.6089
C  -1.1077  1.0551  0.5309
H  -2.0547  1.5076  0.3085
H  -0.8392  1.2082  1.5107
H  -0.3128  1.2203  -0.0912
H  2.0926  1.5424  -0.3321
H  1.5441  0.3297  -0.8191
O  2.0428  1.1037  -1.0791
H  0.5424  -1.4200  0.0267
H  1.4872  -2.4233  -0.8791
O  1.4310  -1.5192  -0.5116

Calculated values
Total charge = -1
Largest force on an atom = 0.13300 Eh/bohr
Lowest unoccupied orbital energy = 0.15228 Eh
Energy above the lowest of the compared OMol25 structures with the same formula, charge and spin = 1.1518 eV
HOMO level = -4.642 eV
Total energy = -381.4179 Eh
Orbital gap = 8.79 eV